(1)
C4H11N2S | ωB97M-V/def2-TZVPD

```
! RIJCOSX wB97M-V def2-TZVPD def2/J DEFGRID3
* xyz 1 3
C 0.7285 0.1866 -1.1538
C 0.9806 -1.0881 -0.3452
C -0.9856 -0.5568 1.0818
C -0.4251 2.2361 -0.5519
N 0.3714 1.1622 -0.1862
N -0.3378 -1.5650 0.2264
S -0.5790 -0.3591 2.8017
H 1.6785 0.3412 -1.5695
H 0.1714 -0.1676 -2.1282
H 1.4917 -1.8263 -0.7709
H 1.5956 -0.8848 0.4439
H -1.9313 -0.1534 1.0900
H -1.3406 2.1579 -1.0889
H -0.6345 2.7096 0.4225
H -0.0327 2.8929 -1.4089
H -1.0118 -1.7120 -0.4573
H -0.3833 -2.3414 0.8379
H 0.6440 -1.0322 2.7566
*
```

Calculated values
total energy = -666.23636 hartree
lowest unoccupied orbital energy (alpha / beta) = -3.2 / -5.3 eV
relative energy (zero: lowest compared OMol25 entry of this formula, charge and spin) = 2.697 eV
⟨S²⟩ = 2.0098



(2)
C52H37BrN5OSbW | ωB97M-V/def2-TZVPD

```
! RIJCOSX wB97M-V def2-TZVPD def2/J DEFGRID3
* xyz 2 3
W -0.4538 0.2443 -0.0889
C -0.5421 0.7010 -4.5694
C -0.2735 0.8952 -3.2117
N -0.6163 0.0333 -2.2819
C -1.3375 -1.0719 -2.6404
C -1.7150 -1.3033 -3.9750
C -1.2586 -0.3955 -4.9489
C -2.5528 -2.4008 -4.2830
C -3.0173 -3.1756 -3.2692
C -2.6339 -2.9528 -1.9226
C -1.7526 -1.9530 -1.5849
N -1.2157 -1.6312 -0.3340
C -1.1007 -2.4687 0.7824
C -1.7445 -3.6549 1.0457
C -1.5746 -4.3296 2.2796
C -0.7681 -3.8413 3.2580
C -0.0287 -2.6633 3.0038
C 0.8966 -2.1214 3.9202
C 1.6492 -1.0314 3.5822
C 1.4652 -0.4512 2.3236
N 0.5904 -0.9122 1.4581
C -0.1669 -2.0042 1.7735
H -0.2080 1.4389 -5.2861
H 0.2455 1.7870 -2.8833
H -1.5063 -0.5634 -5.9909
H -2.8431 -2.5798 -5.3113
H -3.6998 -3.9892 -3.4827
H -3.0758 -3.5823 -1.1743
H -2.4081 -4.1038 0.3326
H -2.1183 -5.2517 2.4408
H -0.6616 -4.3484 4.2087
H 1.0103 -2.5873 4.8921
H 2.3740 -0.6102 4.2645
H 2.0434 0.4120 2.0157
Br -2.9078 5.8289 4.1406
C -2.3809 4.2063 3.3534
C -3.0762 3.0321 3.6512
C -2.7218 1.8325 3.0639
C -1.6781 1.7930 2.1475
O -1.3351 0.6264 1.5958
C -0.9650 2.9738 1.8505
C 0.1431 3.0285 0.9340
N 0.4962 2.0895 0.1317
C 1.6490 2.2502 -0.7250
C 2.2346 3.4279 -1.0612
C 3.3403 3.4552 -1.9478
C 3.8484 2.3039 -2.4666
C 3.2666 1.0593 -2.1187
C 3.7395 -0.1914 -2.5814
C 3.1381 -1.3409 -2.1647
C 2.0227 -1.2601 -1.3117
N 1.5432 -0.1207 -0.8954
C 2.1667 1.0377 -1.2554
C -1.3238 4.1768 2.4825
H -3.8991 3.0626 4.3546
H -3.2476 0.9167 3.2998
H 0.7206 3.9502 0.9411
H 1.8559 4.3679 -0.6791
H 3.7793 4.4079 -2.2123
H 4.6982 2.3257 -3.1376
H 4.5842 -0.2264 -3.2605
H 3.4870 -2.3106 -2.4927
H 1.4971 -2.1485 -0.9812
H -0.7773 5.0863 2.2588
C -4.5787 1.3816 -5.4078
C -4.9165 0.3720 -4.5165
C -4.4156 0.3919 -3.2198
C -3.5812 1.4311 -2.8097
C -3.2488 2.4459 -3.7078
C -3.7460 2.4194 -5.0044
Sb -2.8559 1.4632 -0.8213
C -3.1141 3.5100 -0.3810
C -2.1527 4.4067 -0.8526
C -2.2633 5.7626 -0.5726
C -3.3314 6.2257 0.1884
C -4.2820 5.3358 0.6663
C -4.1744 3.9757 0.3879
C -4.4931 0.5093 0.0975
C -4.3148 -0.6107 0.9051
C -5.4204 -1.2571 1.4463
C -6.7003 -0.7820 1.1907
C -6.8808 0.3345 0.3835
C -5.7811 0.9742 -0.1711
H -4.9796 1.3703 -6.4143
H -5.5781 -0.4285 -4.8267
H -4.6871 -0.3997 -2.5304
H -2.6269 3.2778 -3.3999
H -3.4957 3.2144 -5.6959
H -1.3073 4.0548 -1.4376
H -1.5235 6.4591 -0.9487
H -3.4207 7.2818 0.4096
H -5.1090 5.6982 1.2644
H -4.9150 3.2886 0.7809
H -3.3224 -0.9820 1.1252
H -5.2797 -2.1325 2.0691
H -7.5602 -1.2832 1.6170
H -7.8784 0.7051 0.1813
H -5.9347 1.8272 -0.8240
*
```

Calculated values
total energy = -5233.79231 hartree
lowest unoccupied orbital energy (alpha / beta) = -6.1 / -6.2 eV
⟨S²⟩ = 2.0271



(3)
C4H12OS2 | ωB97M-V/def2-TZVPD

```
! RIJCOSX wB97M-V def2-TZVPD def2/J DEFGRID3
* xyz 0 1
C 0.4064 2.7490 -0.1183
C -0.0583 2.0870 1.1908
S -1.1030 0.6824 1.0937
S 0.0413 -0.4404 -0.2416
C -1.0119 -0.2455 -1.6353
C -0.6186 -1.2955 -2.6618
H 0.1391 2.2376 -1.0765
H -0.0890 3.7141 -0.2592
H 1.5400 2.9506 -0.0738
H 0.7294 1.7719 1.8813
H -0.7369 2.8120 1.6459
H -1.1476 0.7304 -2.1698
H -1.9467 -0.4092 -1.1545
H -1.3551 -1.5623 -3.4285
H 0.4641 -1.0038 -3.0224
H -0.3958 -2.2552 -2.1115
O 2.0666 -4.2679 4.0823
H 1.3219 -4.8591 3.9304
H 1.7540 -3.3962 4.1287
*
```

Calculated values
total energy = -1031.17690 hartree
structure (SMILES) = CCSSCC.O
lowest unoccupied orbital energy = 0.6 eV
relative energy (zero: lowest compared OMol25 entry of this formula, charge and spin) = 1.113 eV



(4)
ClF2OS | ωB97M-V/def2-TZVPD

```
! RIJCOSX wB97M-V def2-TZVPD def2/J DEFGRID3
* xyz 1 1
O -1.7368 0.5180 -0.9112
F 1.1475 -0.1509 -0.2515
F -0.8759 -1.1956 0.7038
S -1.1649 0.3402 0.3392
Cl 2.6300 0.4883 0.1197
*
```

Calculated values
total energy = -1132.88517 hartree
lowest unoccupied orbital energy = -9.4 eV
relative energy (zero: lowest compared OMol25 entry of this formula, charge and spin) = 2.044 eV



(5)
C6H13ClF3N2OP | ωB97M-V/def2-TZVPD

```
! RIJCOSX wB97M-V def2-TZVPD def2/J DEFGRID3
* xyz 0 3
C 0.0856 1.8315 -1.4788
C 0.7968 1.6786 0.8851
C -2.3479 -0.2766 0.9031
C -2.3512 -1.4073 -1.2482
C 0.8333 -1.3068 0.8159
C 3.2991 -0.4333 0.7859
N 0.5752 1.0928 -0.3845
N -1.6313 -0.5737 -0.3032
O 0.4445 -1.2420 -1.8307
F 3.7056 0.4440 -0.0601
F 3.8879 -1.6218 0.6031
F 3.5398 -0.0997 2.0900
P 0.0602 -0.5311 -0.5958
Cl 0.9510 -2.9813 0.5974
H -1.0872 2.0732 -1.4372
H 0.5731 2.7913 -1.5435
H 0.3294 1.0887 -2.3632
H 1.0961 2.7264 0.6144
H -0.1204 1.7886 1.3879
H 1.5813 1.2865 1.4997
H -2.0889 0.5728 1.5025
H -3.3157 -0.0540 0.5523
H -2.3240 -1.2035 1.4717
H -2.8902 -2.0898 -0.6795
H -2.9897 -0.8037 -1.9212
H -1.4896 -1.7163 -1.7486
H 0.8769 -1.0337 1.8855
*
```

Calculated values
total energy = -1522.15788 hartree
lowest unoccupied orbital energy (alpha / beta) = 0.7 / -1.9 eV
⟨S²⟩ = 2.0060



(6)
C23H54BN7O13S3 | ωB97M-V/def2-TZVPD

```
! RIJCOSX wB97M-V def2-TZVPD def2/J DEFGRID3
* xyz 0 1
O 3.1895 -4.6226 1.3327
S 3.9355 -3.4346 1.4657
O 4.5561 -3.2278 2.7258
O 3.0873 -2.2207 1.0071
C 4.0103 -1.1612 0.5200
B 4.3373 -0.2847 1.8085
O 3.2924 0.1286 2.5667
O 5.5887 0.1025 2.1788
C 5.0879 -1.9951 -0.2037
S 4.5818 -2.2825 -1.9651
S 6.7350 -1.3206 -0.3761
O 5.1023 -3.2897 0.3825
H 3.5233 -0.5659 -0.2322
H 2.4724 -0.3092 2.2958
H 5.5230 0.9763 2.5822
H 3.7236 -1.2720 -2.1377
H 7.1146 -1.3765 0.9066
C 4.8420 5.1860 0.4601
N 5.0481 3.7767 0.1879
C 4.1109 2.8289 -0.0749
C 2.6649 3.2558 -0.0966
O 4.4579 1.6738 -0.2836
H 5.3589 5.7941 -0.2843
H 5.2345 5.4426 1.4455
H 3.7855 5.4277 0.4339
H 5.9924 3.4232 0.1816
H 2.0459 2.3942 -0.3189
H 2.3740 3.6586 0.8751
H 2.4973 4.0093 -0.8630
C -0.3024 5.9102 -4.5680
N -0.1620 5.1735 -3.3257
C 0.2772 3.8991 -3.1472
C 0.6783 3.1206 -4.3784
O 0.3418 3.4133 -2.0301
H 0.3168 6.8082 -4.5471
H -1.3408 6.2123 -4.7128
H 0.0014 5.3001 -5.4110
H -0.4147 5.6354 -2.4663
H 1.0025 2.1331 -4.0661
H -0.1646 3.0161 -5.0624
H 1.5004 3.6137 -4.8983
C -1.4043 -2.3627 -1.8376
N -0.2318 -1.9797 -1.0704
C 0.1700 -0.7330 -0.7337
C -0.6742 0.4225 -1.2028
O 1.1904 -0.5776 -0.0681
H -2.0470 -3.0092 -1.2381
H -1.1022 -2.9117 -2.7316
H -1.9750 -1.4893 -2.1345
H 0.3789 -2.7072 -0.7300
H -0.2216 1.3473 -0.8613
H -0.7288 0.4417 -2.2908
H -1.6831 0.3457 -0.8033
C -6.1747 2.3528 -0.8663
N -5.2105 1.2940 -1.1211
C -4.3964 1.1385 -2.1899
C -4.4678 2.1845 -3.2783
O -3.6310 0.1868 -2.2635
H -5.9182 2.8735 0.0560
H -7.1732 1.9315 -0.7514
H -6.1871 3.0690 -1.6801
H -5.1116 0.5672 -0.4295
H -3.7585 1.9173 -4.0552
H -5.4676 2.2253 -3.7112
H -4.2086 3.1679 -2.8848
C 5.8078 -7.0096 2.5848
N 6.6683 -8.1724 2.4469
C 7.1769 -8.7113 1.3086
C 6.8185 -8.0343 0.0048
O 7.8915 -9.6997 1.3490
H 6.2964 -6.2570 3.2052
H 4.8673 -7.2918 3.0593
H 5.5894 -6.5717 1.6178
H 6.9424 -8.6657 3.2813
H 7.2967 -8.5778 -0.8035
H 5.7395 -8.0424 -0.1521
H 7.1704 -7.0022 -0.0055
C 1.5825 -1.4169 5.3789
N 0.3679 -0.6831 5.0642
C -0.8346 -1.1742 4.6648
C -0.9530 -2.6743 4.5171
O -1.7710 -0.4265 4.4356
H 1.8825 -1.2181 6.4091
H 2.3889 -1.0967 4.7179
H 1.4333 -2.4838 5.2580
H 0.3864 0.3216 5.1389
H -1.9627 -2.9058 4.1941
H -0.2488 -3.0470 3.7723
H -0.7625 -3.1733 5.4677
C -12.0730 1.1960 -0.9981
N -10.8902 1.5523 -0.2368
C -10.4287 2.7932 0.0732
C -11.2288 3.9755 -0.4235
O -9.4092 2.9324 0.7280
H -12.7496 0.5973 -0.3865
H -11.7954 0.6111 -1.8763
H -12.5991 2.0851 -1.3266
H -10.3159 0.8081 0.1263
H -10.7341 4.8835 -0.0950
H -11.2833 3.9764 -1.5126
H -12.2399 3.9574 -0.0162
*
```

Calculated values
total energy = -3489.78902 hartree
structure (SMILES) = O=S1(=O)O[C@@H](B(O)O)C(S)(S)O1.CNC(C)=O.CNC(C)=O.CNC(C)=O.CNC(C)=O.CNC(C)=O.CNC(C)=O.CNC(C)=O
lowest unoccupied orbital energy = 0.3 eV